Molecular formula: C5H11NS2
Method: DFT, ωB97M-V/def2-TZVPD

Last columns: bonded neighbours and bond lengths (Å).
Element x y z (Å)
1 C 0.9352 -0.6762 1.9819  S2 1.835, H9 1.243, H10 1.184, H11 1.165
2 S 1.9106 0.4742 0.9375  C1 1.835, C3 1.936
3 C 0.6541 0.3450 -0.5291  S2 1.936, C4 1.519, C6 1.414, H12 1.142
4 C 0.2674 -1.0619 -0.9523  C3 1.519, N5 1.494, H13 1.119, H14 1.019
5 N -0.3519 -0.8478 -2.2946  C4 1.494, H15 1.207, H16 1.230
6 C -0.3839 1.2301 -0.1559  C3 1.414, C7 1.484, S8 1.961, H17 1.212
7 C -1.5207 0.9918 0.7674  C6 1.484, S8 1.872, H18 1.195, H19 1.163
8 S -2.1645 1.2138 -0.9762  C6 1.961, C7 1.872
9 H 1.2560 -1.7504 1.4442  C1 1.243
10 H 1.3824 -0.6734 3.0787  C1 1.184
11 H -0.2012 -0.5960 2.2235  C1 1.165
12 H 1.1951 0.9213 -1.3530  C3 1.142
13 H 1.1946 -1.6741 -1.0820  C4 1.119
14 H -0.4740 -1.4050 -0.3423  C4 1.019
15 H -1.0106 0.1542 -2.4338  N5 1.207
16 H 0.6169 -1.0992 -3.0096  N5 1.230
17 H -0.0810 2.4028 -0.1892  C6 1.212
18 H -1.5138 0.0731 1.5314  C7 1.195
19 H -1.7106 1.9777 1.3534  C7 1.163

DFT total energy: -28519.1338 eV
SMILES string: CS[C@@H](CN)[C@@H]1CS1
Kohn-Sham gap: 9.02 eV
LUMO: 0.51 eV
Maximum force: 5.85 eV/A
Relative energy (zero: lowest compared OMol25 entry of this formula, charge and spin): 470.5 kJ/mol
Highest occupied orbital energy: -8.51 eV
Molecular weight: 149.28 g/mol

***

Molecular formula: C44H102N10O10
Method: DFT, ωB97M-V/def2-TZVPD

Last columns: bonded neighbours and bond lengths (Å).
Element x y z (Å)
1 O 2.0255 4.9085 -1.7801  C2 1.262
2 C 1.1273 4.9332 -2.6668  O1 1.262, N3 1.346, C4 1.540
3 N 0.2231 3.9433 -2.5436  C2 1.346, H5 1.010, H6 1.010
4 C 1.0084 5.9687 -3.8007  C2 1.540, H7 1.090, H8 1.090, H9 1.090
5 H -0.6853 3.9568 -2.9849  N3 1.010
6 H 0.1994 3.3524 -1.7249  N3 1.010
7 H 0.2327 5.7472 -4.5338  C4 1.090
8 H 1.9820 5.8642 -4.2795  C4 1.090
9 H 1.0281 6.9943 -3.4322  C4 1.090
10 O 4.0421 4.3941 4.4177  C11 1.205
11 C 3.5102 5.2441 3.7499  O10 1.205, N12 1.349, C13 1.560
12 N 3.0956 6.3994 4.3092  C11 1.349, H14 1.010, H15 1.010
13 C 3.2388 4.9425 2.2431  C11 1.560, H16 1.090, H17 1.090, H18 1.090
14 H 3.3201 6.4399 5.2931  N12 1.010
15 H 2.7080 7.1936 3.8204  N12 1.010
16 H 2.4552 5.5952 1.8583  C13 1.090
17 H 3.1364 3.9192 1.8819  C13 1.090
18 H 4.1313 5.1830 1.6655  C13 1.090
19 O -5.2678 1.1291 -3.3865  C20 1.234
20 C -5.4804 -0.0459 -3.0764  O19 1.234, N21 1.291, C22 1.486
21 N -5.0211 -0.4200 -1.9290  C20 1.291, H23 1.010, H24 1.010
22 C -6.3104 -0.9873 -3.8729  C20 1.486, H25 1.090, H26 1.090, H27 1.090
23 H -4.2790 0.1231 -1.5115  N21 1.010
24 H -5.1653 -1.3662 -1.6065  N21 1.010
25 H -7.3595 -0.7758 -3.6658  C22 1.090
26 H -6.1311 -2.0386 -3.6479  C22 1.090
27 H -6.1430 -0.8308 -4.9386  C22 1.090
28 O -2.9230 -2.0183 -5.2007  C29 1.232
29 C -1.8825 -2.5656 -5.5707  O28 1.232, N30 1.321, C31 1.517
30 N -0.7878 -1.8254 -5.5701  C29 1.321, H32 1.010, H33 1.010
31 C -1.7062 -4.0494 -5.8323  C29 1.517, H34 1.090, H35 1.090, H36 1.090
32 H 0.0874 -2.3257 -5.6330  N30 1.010
33 H -0.7941 -0.8204 -5.4706  N30 1.010
34 H -0.7457 -4.2140 -6.3206  C31 1.090
35 H -2.5516 -4.2699 -6.4840  C31 1.090
36 H -1.7601 -4.6092 -4.8987  C31 1.090
37 O -0.0644 4.2653 -6.1844  C38 1.237
38 C 0.4642 3.2342 -6.6182  O37 1.237, N39 1.307, C40 1.542
39 N 0.3828 2.8998 -7.8788  C38 1.307, H41 1.010, H42 1.010
40 C 1.1099 2.1682 -5.7106  C38 1.542, H43 1.090, H44 1.090, H45 1.090
41 H -0.2007 3.4171 -8.5207  N39 1.010
42 H 0.6885 1.9725 -8.1373  N39 1.010
43 H 0.8718 1.9879 -4.6623  C40 1.090
44 H 2.1782 2.3651 -5.7998  C40 1.090
45 H 0.9436 1.2172 -6.2165  C40 1.090
46 O -0.6883 5.5428 3.4721  C47 1.255
47 C -0.2780 4.6106 4.2049  O46 1.255, N48 1.312, C49 1.479
48 N -0.6878 4.4077 5.4344  C47 1.312, H50 1.010, H51 1.010
49 C 0.5709 3.5546 3.6108  C47 1.479, H52 1.090, H53 1.090, H54 1.090
50 H -0.0258 3.8231 5.9244  N48 1.010
51 H -1.2589 5.0938 5.9068  N48 1.010
52 H 1.3964 3.1686 4.2089  C49 1.090
53 H 0.8808 3.7811 2.5907  C49 1.090
54 H -0.1156 2.7142 3.5073  C49 1.090
55 C 1.5348 -0.8993 -2.8678  C56 1.550, H62 1.090, H63 1.090, H64 1.090
56 C 1.3988 -0.7287 -1.3336  C55 1.550, N57 1.490, H65 1.090, H66 1.090
57 N 0.4143 0.3205 -0.9477  C56 1.490, C58 1.449, C60 1.498
58 C 0.2533 0.6382 0.4572  N57 1.449, C59 1.597, H67 1.090, H68 1.090
59 C 1.6669 1.0634 1.0679  C58 1.597, H69 1.090, H70 1.090, H71 1.090
60 C -0.8696 0.4864 -1.7023  N57 1.498, C61 1.541, H72 1.090, H73 1.090
61 C -1.8036 -0.7090 -1.4329  C60 1.541, H74 1.090, H75 1.090, H76 1.090
62 H 0.6520 -0.8684 -3.5064  C55 1.090
63 H 1.8582 -1.9359 -2.9622  C55 1.090
64 H 2.1580 -0.1557 -3.3648  C55 1.090
65 H 0.9714 -1.5488 -0.7567  C56 1.090
66 H 2.3673 -0.5019 -0.8881  C56 1.090
67 H -0.3820 1.5209 0.5308  C58 1.090
68 H -0.1435 -0.2346 0.9756  C58 1.090
69 H 2.0197 0.1010 1.4386  C59 1.090
70 H 2.2712 1.3731 0.2153  C59 1.090
71 H 1.5541 1.8925 1.7665  C59 1.090
72 H -0.6626 0.5653 -2.7696  C60 1.090
73 H -1.2973 1.4283 -1.3587  C60 1.090
74 H -2.4607 -1.0429 -2.2359  C61 1.090
75 H -2.3917 -0.6797 -0.5157  C61 1.090
76 H -1.2159 -1.6215 -1.3321  C61 1.090
77 C -2.0484 -3.3831 2.8110  C78 1.518, H84 1.090, H85 1.090, H86 1.090
78 C -0.9814 -2.4536 3.3596  C77 1.518, N79 1.453, H87 1.090, H88 1.090
79 N -1.2597 -1.8257 4.6406  C78 1.453, C80 1.458, C82 1.450
80 C -0.1511 -1.1646 5.3177  N79 1.458, C81 1.534, H89 1.090, H90 1.090
81 C 0.2875 0.1138 4.5916  C80 1.534, H91 1.090, H92 1.090, H93 1.090
82 C -2.4477 -0.9968 4.5887  N79 1.450, C83 1.538, H94 1.090, H95 1.090
83 C -3.0654 -0.5549 5.9256  C82 1.538, H96 1.090, H97 1.090, H98 1.090
84 H -2.4216 -4.0208 3.6123  C77 1.090
85 H -1.5637 -4.0067 2.0598  C77 1.090
86 H -2.8696 -2.7680 2.4430  C77 1.090
87 H -0.0733 -3.0458 3.4727  C78 1.090
88 H -0.7327 -1.7942 2.5281  C78 1.090
89 H -0.4510 -1.0870 6.3627  C80 1.090
90 H 0.6950 -1.8472 5.3959  C80 1.090
91 H -0.2371 1.0111 4.9196  C81 1.090
92 H 1.3572 0.1523 4.7975  C81 1.090
93 H 0.4096 0.0743 3.5091  C81 1.090
94 H -3.3056 -1.4250 4.0703  C82 1.090
95 H -2.1771 -0.2702 3.8225  C82 1.090
96 H -2.3759 0.0987 6.4598  C83 1.090
97 H -3.1227 -1.5073 6.4526  C83 1.090
98 H -4.1066 -0.2399 5.8571  C83 1.090
99 C -7.2965 1.3534 -0.0029  C100 1.544, H106 1.090, H107 1.090, H108 1.090
100 C -5.8978 1.9904 0.1482  C99 1.544, N101 1.461, H109 1.090, H110 1.090
101 N -5.9250 3.4283 0.4063  C100 1.461, C102 1.428, C104 1.471
102 C -4.6364 3.9976 0.6411  N101 1.428, C103 1.541, H111 1.090, H112 1.090
103 C -3.7411 3.9072 -0.6098  C102 1.541, H113 1.090, H114 1.090, H115 1.090
104 C -6.7510 3.7350 1.5836  N101 1.471, C105 1.576, H116 1.090, H117 1.090
105 C -6.9847 5.2857 1.7442  C104 1.576, H118 1.090, H119 1.090, H120 1.090
106 H -7.3478 0.4469 -0.6060  C99 1.090
107 H -7.9008 1.8416 -0.7675  C99 1.090
108 H -7.9381 1.2325 0.8699  C99 1.090
109 H -5.4265 1.3375 0.8829  C100 1.090
110 H -5.1703 1.7892 -0.6381  C100 1.090
111 H -4.1998 3.5340 1.5256  C102 1.090
112 H -4.7887 5.0473 0.8922  C102 1.090
113 H -3.2591 2.9308 -0.6593  C103 1.090
114 H -2.9732 4.6804 -0.5879  C103 1.090
115 H -4.3508 3.9096 -1.5134  C103 1.090
116 H -7.7192 3.2615 1.4208  C104 1.090
117 H -6.3387 3.2227 2.4529  C104 1.090
118 H -6.9113 5.8809 0.8340  C105 1.090
119 H -7.8258 5.4497 2.4179  C105 1.090
120 H -6.2089 5.7710 2.3364  C105 1.090
121 C 5.1749 -6.1105 3.1098  C122 1.446, H128 1.090, H129 1.090, H130 1.090
122 C 3.7835 -6.0574 3.4997  C121 1.446, N123 1.438, H131 1.090, H132 1.090
123 N 2.9791 -4.9535 3.0513  C122 1.438, C124 1.481, C126 1.531
124 C 3.3314 -3.7322 3.8117  N123 1.481, C125 1.554, H133 1.090, H134 1.090
125 C 3.5137 -3.8497 5.3507  C124 1.554, H135 1.090, H136 1.090, H137 1.090
126 C 2.9958 -4.7408 1.5354  N123 1.531, C127 1.487, H138 1.090, H139 1.090
127 C 1.8022 -3.9164 1.2096  C126 1.487, H140 1.090, H141 1.090, H142 1.090
128 H 5.8277 -6.8431 3.5843  C121 1.090
129 H 5.6762 -5.2083 3.4603  C121 1.090
130 H 5.2433 -6.1194 2.0220  C121 1.090
131 H 3.3091 -6.9215 3.0345  C122 1.090
132 H 3.6340 -6.3403 4.5416  C122 1.090
133 H 4.2845 -3.3950 3.4044  C124 1.090
134 H 2.6750 -2.8964 3.5696  C124 1.090
135 H 2.6665 -4.3521 5.8174  C125 1.090
136 H 4.5289 -4.1915 5.5523  C125 1.090
137 H 3.5642 -2.8102 5.6747  C125 1.090
138 H 3.0566 -5.7052 1.0311  C126 1.090
139 H 3.8282 -4.0804 1.2921  C126 1.090
140 H 1.8785 -3.8565 0.1240  C127 1.090
141 H 1.8329 -2.8723 1.5210  C127 1.090
142 H 0.8425 -4.3964 1.4010  C127 1.090
143 O 4.8079 -2.6255 -0.5962  C144 1.240
144 C 5.0629 -1.5114 -1.0777  O143 1.240, O145 1.260, C148 1.547
145 O 4.9915 -1.1600 -2.2859  C144 1.260, C146 1.470
146 C 5.2016 0.2765 -2.5164  O145 1.470, C147 1.508, H149 1.090, H150 1.090
147 C 6.1165 0.7076 -1.3981  C146 1.508, C148 1.550, H151 1.090, H152 1.090
148 C 5.7201 -0.3337 -0.3201  C144 1.547, C147 1.550, H153 1.090, H154 1.090
149 H 4.1665 0.6173 -2.5411  C146 1.090
150 H 5.5828 0.4997 -3.5128  C146 1.090
151 H 5.8217 1.6910 -1.0319  C147 1.090
152 H 7.1585 0.5913 -1.6963  C147 1.090
153 H 4.9130 -0.0771 0.3661  C148 1.090
154 H 6.4320 -0.6989 0.4202  C148 1.090
155 O 1.4891 -3.5060 -5.3405  C156 1.191
156 C 1.8872 -4.2127 -4.4688  O155 1.191, O157 1.289, C160 1.529
157 O 1.1218 -4.9277 -3.7178  C156 1.289, C158 1.399
158 C 1.7617 -5.7200 -2.7580  O157 1.399, C159 1.519, H161 1.090, H162 1.090
159 C 3.1958 -5.2239 -2.8330  C158 1.519, C160 1.599, H163 1.090, H164 1.090
160 C 3.3757 -4.3150 -4.1356  C156 1.529, C159 1.599, H165 1.090, H166 1.090
161 H 1.7587 -6.7642 -3.0706  C158 1.090
162 H 1.3191 -5.6554 -1.7640  C158 1.090
163 H 3.8547 -6.0893 -2.9038  C159 1.090
164 H 3.6330 -4.8432 -1.9099  C159 1.090
165 H 3.9154 -4.8062 -4.9453  C160 1.090
166 H 3.8981 -3.4135 -3.8152  C160 1.090

Multiplicity: 2
DFT total energy: -82648.5464 eV
Charge: +1
Kohn-Sham gap (alpha / beta): 8.02 / 3.69 eV
<S²>: 0.7545
LUMO (alpha / beta): -1.98 / -6.31 eV
Maximum force: 5.34 eV/A
Highest occupied orbital energy (alpha / beta): -10.00 / -10.00 eV
Molecular weight: 931.36 g/mol

***

Molecular formula: C2H8NOSi
Method: DFT, ωB97M-V/def2-TZVPD

Last columns: bonded neighbours and bond lengths (Å).
Element x y z (Å)
1 C -1.5456 0.6876 -0.0963  Si5 1.928, H6 1.136, H7 1.026, H8 1.088
2 C 1.2338 -0.7001 -1.0177  Si5 1.914, H9 1.053, H10 1.154, H11 1.046
3 N 1.0850 0.7480 1.3319  O4 1.511, Si5 1.833, H12 0.984
4 O 0.4905 -0.5074 1.9274  N3 1.511, Si5 1.619
5 Si -0.0168 -0.3788 0.3955  C1 1.928, C2 1.914, N3 1.833, O4 1.619, H13 1.544
6 H -1.4310 1.8135 0.0026  C1 1.136
7 H -1.6159 0.5153 -1.1049  C1 1.026
8 H -2.4350 0.3166 0.4090  C1 1.088
9 H 2.0053 -0.0812 -0.6557  C2 1.053
10 H 1.6735 -1.7577 -1.1614  C2 1.154
11 H 1.0309 -0.4295 -2.0078  C2 1.046
12 H 0.4379 1.4069 1.6729  N3 0.984
13 H -0.9124 -1.6332 0.3043  Si5 1.544

DFT total energy: -13618.1237 eV
Charge: -1
Kohn-Sham gap: 7.63 eV
LUMO: 4.51 eV
Maximum force: 3.18 eV/A
Relative energy (zero: lowest compared OMol25 entry of this formula, charge and spin): 374.8 kJ/mol
Highest occupied orbital energy: -3.12 eV
Molecular weight: 90.18 g/mol

***

Molecular formula: C23H28N3
Method: DFT, ωB97M-V/def2-TZVPD

Last columns: bonded neighbours and bond lengths (Å).
Element x y z (Å)
1 C -2.9027 1.0053 1.4624  N2 1.440, H10 1.095, H11 1.096, H12 1.101
2 N -1.7762 1.8597 1.1870  C1 1.440, C3 1.444, C8 1.376
3 C -1.9844 2.7413 0.0623  N2 1.444, C4 1.506, H13 1.105, H14 1.095
4 C -1.0402 3.9141 0.0917  C3 1.506, C5 1.507, H15 1.092, H16 1.094
5 C 0.3684 3.4353 0.3291  C4 1.507, N6 1.449, H17 1.105, H18 1.095
6 N 0.4491 2.4937 1.4270  C5 1.449, C7 1.439, C8 1.365
7 C 1.7862 2.2986 1.9213  N6 1.439, H19 1.093, H20 1.101, H21 1.096
8 C -0.5308 1.5839 1.7026  N2 1.376, N6 1.365, C9 1.430
9 C -0.3039 0.3876 2.4524  C8 1.430, H22 1.097, H23 1.093
10 H -2.9855 0.8076 2.5358  C1 1.095
11 H -3.8094 1.5300 1.1399  C1 1.096
12 H -2.8585 0.0475 0.9209  C1 1.101
13 H -1.8538 2.1886 -0.8858  C3 1.105
14 H -3.0236 3.0831 0.1043  C3 1.095
15 H -1.0867 4.4323 -0.8683  C4 1.092
16 H -1.3399 4.6207 0.8711  C4 1.094
17 H 0.7530 2.9694 -0.5960  C5 1.105
18 H 1.0251 4.2768 0.5732  C5 1.095
19 H 1.7666 2.0343 2.9812  C7 1.093
20 H 2.3347 1.5183 1.3708  C7 1.101
21 H 2.3327 3.2424 1.8097  C7 1.096
22 H 0.7008 0.2607 2.8730  C9 1.097
23 H -1.1021 -0.3182 2.2110  C9 1.093
24 C 1.8810 -2.2235 7.9957  N25 1.451, H41 1.093, H42 1.096, H43 1.100
25 N 1.5972 -2.4558 6.5918  C24 1.451, C26 1.365, C40 1.395
26 C 0.9447 -1.5935 5.7595  N25 1.365, C27 1.410, H44 1.085
27 C 0.7322 -2.1962 4.5029  C26 1.410, C28 1.444, C35 1.482
28 C -0.0866 -1.6299 3.4573  C27 1.444, C29 1.475, H45 1.101
29 C -0.1601 -2.4267 2.2182  C28 1.475, C30 1.412, C34 1.410
30 C 1.0169 -2.8036 1.5351  C29 1.412, C31 1.396, H46 1.094
31 C 0.9448 -3.5157 0.3366  C30 1.396, C32 1.400, H47 1.092
32 C -0.3027 -3.8436 -0.2085  C31 1.400, C33 1.399, H48 1.091
33 C -1.4750 -3.4259 0.4306  C32 1.399, C34 1.394, H49 1.092
34 C -1.4081 -2.7288 1.6364  C29 1.410, C33 1.394, H50 1.095
35 C 1.3146 -3.5537 4.6168  C27 1.482, C36 1.392, C40 1.421
36 C 1.2634 -4.7305 3.8751  C35 1.392, C37 1.405, H51 1.088
37 C 1.8693 -5.9006 4.3636  C36 1.405, C38 1.402, H52 1.091
38 C 2.4562 -5.9410 5.6367  C37 1.402, C39 1.403, H53 1.090
39 C 2.4460 -4.7956 6.4473  C38 1.403, C40 1.388, H54 1.090
40 C 1.8767 -3.6455 5.9188  N25 1.395, C35 1.421, C39 1.388
41 H 2.5397 -3.0158 8.3604  C24 1.093
42 H 2.3713 -1.2511 8.1203  C24 1.096
43 H 0.9627 -2.2271 8.6019  C24 1.100
44 H 0.6312 -0.6105 6.0956  C26 1.085
45 H -1.0185 -1.2446 3.9002  C28 1.101
46 H 1.9920 -2.5553 1.9652  C30 1.094
47 H 1.8678 -3.8212 -0.1604  C31 1.092
48 H -0.3586 -4.4222 -1.1313  C32 1.091
49 H -2.4545 -3.6450 0.0014  C33 1.092
50 H -2.3242 -2.4298 2.1570  C34 1.095
51 H 0.7468 -4.7527 2.9182  C36 1.088
52 H 1.8764 -6.7974 3.7425  C37 1.091
53 H 2.9116 -6.8602 6.0046  C38 1.090
54 H 2.8671 -4.7855 7.4521  C39 1.090

DFT total energy: -28766.6583 eV
Charge: +1
Kohn-Sham gap: 5.21 eV
LUMO: -4.68 eV
Maximum force: 5.59 eV/A
Relative energy (zero: lowest compared OMol25 entry of this formula, charge and spin): 329.6 kJ/mol
Highest occupied orbital energy: -9.89 eV
Molecular weight: 346.50 g/mol